Entry 1
Here is 2 unconnected molecules or ions with the total composition CH3FOS from OMol25. Energies are from ωB97M-V/def2-TZVPD.

Structure (ORCA input):
```
! wB97M-V def2-TZVPD RIJCOSX def2/J DEFGRID3
* xyz 0 1
C -0.152 0.642 0.408
O 1.388 -0.552 -0.213
F 0.272 1.698 -0.298
S -1.679 -0.199 -0.200
H 0.141 0.623 1.413
H 1.178 -1.428 0.126
H -1.147 -0.784 -1.236
*
```

Properties
* molecular weight: 82.10 g/mol
* gap between HOMO and LUMO (alpha / beta): 0.365 / 0.365 hartree

Mulliken atomic charge list, values in e, 5 entries: 0.170 -0.660 -0.140 -0.154 0.313



Entry 2
Here is 2 unconnected molecules or ions with the total composition CH3FOS from OMol25. Energies are from ωB97M-V/def2-TZVPD.

Structure (ORCA input):
```
! wB97M-V def2-TZVPD RIJCOSX def2/J DEFGRID3
* xyz 0 1
O 2.501 -0.734 0.017
S 3.763 0.036 -0.234
C -1.204 0.160 0.061
F -2.412 -0.342 -0.373
H -0.415 -0.121 -0.645
H -1.263 1.252 0.125
H -0.971 -0.251 1.049
*
```

Properties
* molecular weight: 82.10 g/mol
* SMILES: O=S.CF
* gap between HOMO and LUMO: 0.236 hartree

Mulliken atomic charge list, values in e, 5 entries: -0.275 0.273 -0.261 -0.271 0.147



Which one sits at the top of the stability order? entry 1 does.



Entry 1
Here is 2 unconnected molecules or ions with the total composition C5H14NO from OMol25. Energies are from ωB97M-V/def2-TZVPD.

Structure (ORCA input):
```
! wB97M-V def2-TZVPD RIJCOSX def2/J DEFGRID3
* xyz 1 1
C -2.280 -0.253 0.414
C 0.637 0.831 -1.306
C 2.389 -1.215 0.297
C -1.169 -1.039 -0.228
C 0.660 0.364 0.166
N -0.010 1.486 0.857
O 1.552 -0.278 0.978
H -2.274 0.950 0.300
H -2.535 -0.495 1.503
H -3.168 -0.589 -0.078
H 1.383 1.638 -1.430
H 0.969 0.147 -1.975
H -0.335 1.253 -1.606
H 3.432 -1.002 0.676
H 2.370 -1.193 -0.769
H 1.970 -2.177 0.626
H -0.911 -1.827 0.381
H -1.216 -0.973 -1.236
H 0.581 2.258 0.751
H -1.055 1.348 0.573
H -0.005 1.263 1.893
*
```

Properties
* molecular weight: 104.17 g/mol
* gap between HOMO and LUMO: 0.331 hartree

Mulliken atomic charge list, values in e, 5 entries: -0.927 -1.612 -0.672 -0.631 0.403



Entry 2
Here is 3 unconnected molecules or ions with the total composition C5H14NO from OMol25. Energies are from ωB97M-V/def2-TZVPD.

Structure (ORCA input):
```
! wB97M-V def2-TZVPD RIJCOSX def2/J DEFGRID3
* xyz 1 1
C -1.809 0.012 -1.446
C -0.680 -1.077 -1.519
C -0.470 0.494 -1.636
C 0.285 1.212 -0.577
C 1.554 0.509 -0.076
N 1.215 -0.502 2.564
H -2.263 0.151 -0.486
H -2.473 0.030 -2.298
H -0.559 -1.582 -2.471
H -0.633 -1.639 -0.595
H -0.168 0.730 -2.651
H 0.562 2.228 -0.859
H 2.120 -0.055 -0.818
H 1.162 -0.169 0.713
H 2.195 1.244 0.416
H -0.412 1.408 0.245
H 1.267 0.038 3.427
H 1.514 -1.455 2.779
H -1.657 -0.602 1.957
H 0.281 -0.524 2.116
O -1.030 -0.449 1.214
*
```

Properties
* molecular weight: 104.17 g/mol
* gap between HOMO and LUMO: 0.165 hartree

Mulliken atomic charge list, values in e, 5 entries: -0.717 -0.380 0.112 -0.615 -0.693



Entry 3
Here is a molecular structure, C5H14NO from OMol25. Energies are from ωB97M-V/def2-TZVPD.

Structure (ORCA input):
```
! wB97M-V def2-TZVPD RIJCOSX def2/J DEFGRID3
* xyz 1 1
C -1.546 -0.012 0.530
C -0.310 0.001 1.374
C -0.642 -1.311 0.546
C -0.039 -1.656 -0.805
C 1.405 -2.158 -0.846
N -0.283 2.390 -0.854
H -1.381 0.542 -0.375
H -2.516 -0.073 1.068
H -0.383 0.158 2.384
H 0.525 0.558 0.946
H -1.106 -2.024 1.168
H -0.618 -2.552 -1.394
H 1.568 -3.214 -0.507
H 2.008 -1.488 -0.259
H 1.697 -2.094 -1.965
H -0.201 -0.768 -1.449
H -1.013 2.999 -1.136
H 0.432 2.367 -1.588
H 1.115 3.266 1.763
H 0.260 2.524 0.243
O 1.029 2.544 1.158
*
```

Properties
* molecular weight: 104.17 g/mol
* gap between HOMO and LUMO: 0.164 hartree

Mulliken atomic charge list, values in e, 5 entries: -0.362 -0.469 0.085 -0.457 -1.067



Which one sits at the top of the stability order? entry 1 does.



Entry 1
Here is 2 unconnected molecules or ions with the total composition C5H14NO from OMol25. Energies are from ωB97M-V/def2-TZVPD.

Structure (ORCA input):
```
! wB97M-V def2-TZVPD RIJCOSX def2/J DEFGRID3
* xyz 1 1
C -2.253 -1.182 1.807
C -1.003 -1.752 1.079
C -0.690 -1.225 -0.367
C -0.072 0.137 -0.347
C 1.045 0.295 0.389
N 1.488 1.702 0.576
H -1.970 -0.178 2.136
H -2.496 -1.871 2.605
H -3.092 -1.181 1.115
H -1.285 -2.803 0.969
H -0.097 -1.502 1.636
H -1.647 -1.344 -0.877
H 0.003 -1.944 -0.819
H -0.198 0.865 -1.153
H 1.779 -0.496 0.456
H 0.783 2.385 0.846
H 1.896 2.130 -0.268
H 2.204 1.713 1.312
H 2.491 1.721 -3.972
H 1.469 2.727 -3.611
O 1.644 1.803 -3.512
*
```

Properties
* molecular weight: 104.17 g/mol
* gap between HOMO and LUMO: 0.374 hartree

Mulliken atomic charge list, values in e, 5 entries: -1.081 -0.490 -0.692 -0.145 -0.448



Entry 2
Here is a gas-phase ion, C5H14NO (charge +1) from OMol25. Energies are from ωB97M-V/def2-TZVPD.

Structure (ORCA input):
```
! wB97M-V def2-TZVPD RIJCOSX def2/J DEFGRID3
* xyz 1 1
C -1.372 -0.253 -2.034
C -0.377 0.180 -0.948
N -1.193 0.942 0.072
C 0.205 -1.036 -0.268
C 1.251 -0.928 0.871
C 1.577 0.491 1.331
O 0.422 1.116 1.859
H -2.216 -0.793 -1.638
H -1.648 0.625 -2.618
H -0.937 -0.951 -2.760
H 0.360 0.776 -1.463
H -0.674 0.971 0.973
H -1.317 1.930 -0.154
H -2.132 0.545 0.152
H -0.492 -1.837 -0.099
H 0.785 -1.548 -1.049
H 0.822 -1.357 1.765
H 2.152 -1.482 0.656
H 1.961 1.082 0.492
H 2.399 0.432 2.039
H 0.423 1.095 2.820
*
```

Properties
* molecular weight: 104.17 g/mol
* SMILES: C[C@@H]([NH3+])CCCO
* gap between HOMO and LUMO: 0.449 hartree

Mulliken atomic charge list, values in e, 5 entries: -1.576 0.258 -0.196 -1.006 -0.505



Entry 3
Here is 2 unconnected molecules or ions with the total composition C5H14NO from OMol25. Energies are from ωB97M-V/def2-TZVPD.

Structure (ORCA input):
```
! wB97M-V def2-TZVPD RIJCOSX def2/J DEFGRID3
* xyz 1 1
C 0.073 1.634 0.595
C 0.129 0.752 -0.652
C -0.792 -0.381 -0.893
C -1.903 -0.730 -0.245
C -0.368 -0.943 -2.294
N 0.489 0.980 1.834
H 0.521 2.700 0.462
H -1.008 1.943 0.717
H 1.249 0.317 -0.798
H 0.033 1.371 -1.584
H -2.075 -0.455 0.819
H -2.715 -1.299 -0.684
H -0.645 -0.182 -2.963
H 0.702 -1.259 -2.345
H -1.031 -1.800 -2.595
H 1.330 0.422 1.644
H 0.341 1.463 2.663
H -0.172 0.173 2.058
H 1.384 -1.778 0.947
H 2.472 -1.761 1.942
O 1.985 -1.167 1.373
*
```

Properties
* molecular weight: 104.17 g/mol
* gap between HOMO and LUMO: 0.360 hartree

Mulliken atomic charge list, values in e, 5 entries: -0.990 -0.416 0.922 -0.952 -1.382



Entry 4
Here is 2 unconnected molecules or ions with the total composition C5H14NO from OMol25. Energies are from ωB97M-V/def2-TZVPD.

Structure (ORCA input):
```
! wB97M-V def2-TZVPD RIJCOSX def2/J DEFGRID3
* xyz 1 1
C -0.600 1.419 0.046
C -0.771 0.420 -1.046
C -1.632 -0.717 -0.728
C 0.302 -2.417 -0.396
C -0.957 -1.942 -0.061
N 0.260 0.693 1.076
H -0.031 2.361 -0.104
H -1.557 1.556 0.516
H 0.197 -0.045 -1.358
H -1.161 1.064 -1.966
H -2.620 -0.501 -0.140
H -1.858 -1.143 -1.740
H 0.955 -1.618 -0.813
H 0.482 -3.474 -0.610
H -1.711 -2.567 0.461
H -0.196 0.486 1.974
H 1.253 1.141 1.212
H 0.091 -0.264 0.751
H 3.130 2.446 1.580
H 3.495 1.466 0.232
O 2.927 1.635 1.112
*
```

Properties
* molecular weight: 104.17 g/mol
* gap between HOMO and LUMO: 0.369 hartree

Mulliken atomic charge list, values in e, 5 entries: -0.503 -0.734 -0.152 -0.431 -0.474



Which one sits at the top of the stability order? entry 2 does.



Entry 1
Here is 2 unconnected molecules or ions with the total composition C5H14NO from OMol25. Energies are from ωB97M-V/def2-TZVPD.

Structure (ORCA input):
```
! wB97M-V def2-TZVPD RIJCOSX def2/J DEFGRID3
* xyz 1 1
C 0.882 -0.739 -1.281
C -0.207 0.204 -1.778
C -1.482 0.211 -0.944
C -1.325 0.528 0.558
C 0.444 1.607 1.841
N -0.256 1.485 0.775
H 1.816 -0.708 -1.835
H 0.493 -1.779 -1.220
H 1.273 -0.460 -0.288
H -0.544 -0.172 -2.755
H 0.221 1.205 -1.960
H -2.061 -0.695 -1.036
H -2.096 0.997 -1.415
H -1.166 -0.401 1.072
H -2.270 1.007 0.864
H 0.918 2.609 2.055
H 0.175 1.005 2.695
H 0.122 2.115 0.072
H 1.117 -3.114 1.817
H 2.329 -2.601 1.091
O 1.617 -2.303 1.670
*
```

Properties
* molecular weight: 104.17 g/mol
* gap between HOMO and LUMO: 0.346 hartree

Mulliken atomic charge list, values in e, 5 entries: -1.017 -0.536 -0.580 -0.638 -0.202



Entry 2
Here is 2 unconnected molecules or ions with the total composition C5H14NO from OMol25. Energies are from ωB97M-V/def2-TZVPD.

Structure (ORCA input):
```
! wB97M-V def2-TZVPD RIJCOSX def2/J DEFGRID3
* xyz 1 1
C -1.532 0.282 0.079
C -0.475 1.249 -0.580
C 0.831 1.269 0.038
C 1.048 1.118 1.342
C 2.462 0.989 1.950
N -1.236 -1.178 -0.086
H -2.769 0.325 -0.328
H -1.666 0.585 1.286
H -0.977 2.162 -0.756
H -0.405 1.022 -1.610
H 1.677 1.431 -0.513
H 0.479 0.875 2.285
H 3.293 1.498 1.478
H 2.570 -0.041 1.847
H 2.292 1.030 3.029
H -0.449 -1.399 0.476
H -0.982 -1.348 -1.151
H -1.989 -1.910 0.301
H -1.424 -3.071 -3.190
H 0.101 -2.634 -3.037
O -0.849 -2.251 -2.859
*
```

Properties
* molecular weight: 104.17 g/mol
* gap between HOMO and LUMO: 0.346 hartree

Mulliken atomic charge list, values in e, 5 entries: -0.619 -0.881 -0.248 0.022 -1.282



Entry 3
Here is 4 unconnected molecules or ions with the total composition C5H14NO from OMol25. Energies are from ωB97M-V/def2-TZVPD.

Structure (ORCA input):
```
! wB97M-V def2-TZVPD RIJCOSX def2/J DEFGRID3
* xyz 1 1
C -0.037 0.437 1.419
C -0.605 0.673 0.005
C -1.845 -0.328 -0.079
C -1.469 -1.697 -0.133
C -0.211 -2.323 -0.347
N 1.263 2.223 -1.641
H -0.455 -0.516 1.962
H 1.050 0.328 1.288
H -0.541 1.160 2.221
H -1.092 1.677 -0.135
H 0.107 0.346 -0.819
H -1.014 -1.111 2.448
H -2.959 -0.210 0.048
H -2.272 -2.527 -0.229
H 0.733 -2.014 -0.020
H -0.319 -3.385 -0.489
H 0.390 2.730 -1.628
H 1.840 1.541 -1.049
H 3.226 0.113 -0.305
H 1.899 2.529 -2.395
O 2.313 0.354 -0.120
*
```

Properties
* molecular weight: 104.17 g/mol
* gap between HOMO and LUMO: 0.132 hartree

Mulliken atomic charge list, values in e, 5 entries: -0.641 -0.277 -0.275 -0.206 -0.377



Entry 4
Here is 2 unconnected molecules or ions with the total composition C5H14NO from OMol25. Energies are from ωB97M-V/def2-TZVPD.

Structure (ORCA input):
```
! wB97M-V def2-TZVPD RIJCOSX def2/J DEFGRID3
* xyz 1 1
C 0.993 -0.614 -0.013
C 1.178 0.230 1.253
C 0.058 1.168 1.729
C -1.776 -0.556 1.572
C -1.325 0.686 1.406
N 0.342 0.272 -1.057
H 0.322 -1.461 0.102
H 1.939 -0.887 -0.468
H 1.398 -0.450 2.084
H 2.172 0.679 1.155
H 0.207 2.154 1.283
H 0.147 1.312 2.805
H -1.266 -1.324 2.147
H -2.739 -0.890 1.206
H -2.014 1.384 0.937
H 0.908 1.103 -1.214
H 0.179 -0.203 -1.989
H -0.542 0.602 -0.682
H 0.497 -1.764 -3.811
H -0.303 -0.497 -4.196
O 0.239 -0.891 -3.501
*
```

Properties
* molecular weight: 104.17 g/mol
* gap between HOMO and LUMO: 0.387 hartree

Mulliken atomic charge list, values in e, 5 entries: -0.624 -0.670 -0.601 -0.765 -0.407



Which one sits at the top of the stability order? entry 4 does.



Entry 1
Here is 2 unconnected molecules or ions with the total composition C5H14NO from OMol25. Energies are from ωB97M-V/def2-TZVPD.

Structure (ORCA input):
```
! wB97M-V def2-TZVPD RIJCOSX def2/J DEFGRID3
* xyz 1 1
C 0.679 -1.210 -0.436
O -0.511 -1.297 -1.200
C 1.288 0.140 -0.381
C 0.460 1.297 -0.156
C 1.051 2.225 0.979
C 1.211 1.462 2.266
N -3.311 -2.669 -1.611
H 0.305 -1.504 0.557
H 1.425 -1.925 -0.787
H -0.462 -0.756 -2.001
H 2.235 0.281 -0.909
H -0.544 0.982 0.151
H 0.320 1.938 -1.036
H 0.467 3.135 0.993
H 2.079 2.407 0.627
H 1.711 1.995 3.066
H 1.615 0.462 2.056
H 0.203 1.218 2.645
H -3.661 -2.399 -0.720
H -3.497 -2.150 -2.442
H -3.065 -3.633 -1.661
*
```

Properties
* molecular weight: 104.17 g/mol
* gap between HOMO and LUMO: 0.161 hartree

Mulliken atomic charge list, values in e, 5 entries: -0.508 -0.396 -0.039 -0.297 -0.506



Entry 2
Here is 2 unconnected molecules or ions with the total composition C5H14NO from OMol25. Energies are from ωB97M-V/def2-TZVPD.

Structure (ORCA input):
```
! wB97M-V def2-TZVPD RIJCOSX def2/J DEFGRID3
* xyz 1 1
C -0.213 -1.725 0.067
O -0.761 -0.892 -0.985
C 1.068 -1.182 0.671
C 1.674 -2.256 1.587
H -0.967 -1.816 0.844
H -0.031 -2.705 -0.374
H -0.329 -1.031 -1.839
H 1.787 -0.897 -0.100
H 0.859 -0.305 1.289
H 2.025 -3.113 1.012
H 2.538 -1.888 2.125
H 0.902 -2.636 2.253
C 0.489 2.424 -0.108
C -1.822 2.176 -0.728
N -0.682 1.654 -0.539
H 1.383 1.939 -0.489
H 0.573 2.430 0.975
H 0.405 3.424 -0.523
H -1.958 3.247 -0.629
H -2.631 1.503 -0.988
H -0.623 0.564 -0.714
*
```

Properties
* molecular weight: 104.17 g/mol
* gap between HOMO and LUMO: 0.392 hartree

Mulliken atomic charge list, values in e, 5 entries: -0.604 -0.598 0.043 -1.404 0.308



Which one sits at the top of the stability order? entry 2 does.